Computed, not measured: a molecular structure, C52H52N8P3STl, with the ωB97M-V functional and the def2-TZVPD basis.

The geometry in XYZ format:
```
117
C52H52N8P3STl | the OMol25 dataset | the ωB97M-V functional and the def2-TZVPD basis
Tl -0.24501 0.04150 0.70206
N -1.24365 1.02615 -4.05516
C -0.75851 0.79787 -2.81084
N -1.46016 0.49906 -1.78394
C -2.85370 0.45789 -1.90514
N -3.63287 0.36203 -0.90541
N -3.05579 0.24343 0.32675
C -3.45622 1.07157 1.19277
C -3.02140 0.96109 2.60440
C -3.77238 1.58950 3.58899
C -3.41539 1.42378 4.91480
C -2.31323 0.64254 5.22088
C -1.60834 0.07218 4.17235
N -1.94608 0.22461 2.89730
C -3.43970 0.53855 -3.25792
C -4.79783 0.34746 -3.50488
C -5.30681 0.49162 -4.78042
C -4.45745 0.83053 -5.83363
C -3.10719 1.00913 -5.61122
C -2.60260 0.86114 -4.32172
H -0.62418 1.31181 -4.79368
H 0.32110 0.87652 -2.70743
H -4.17039 1.85655 0.94657
H -4.62336 2.19732 3.31067
H -3.99121 1.89604 5.70026
H -2.00015 0.48525 6.24364
H -0.72265 -0.52754 4.36101
H -5.43534 0.09575 -2.66748
H -6.36394 0.35118 -4.96177
H -4.85446 0.95918 -6.83221
H -2.44007 1.26027 -6.42768
C 1.30124 -2.64725 -1.83652
C 2.75166 -2.16850 -1.70280
P 2.95138 -0.89225 -0.36636
C 3.62712 -1.87754 1.02279
C 3.01046 -1.76604 2.26483
C 3.45044 -2.52139 3.34384
C 4.51261 -3.39934 3.18630
C 5.14560 -3.50852 1.95302
C 4.70656 -2.74904 0.87950
C 4.45254 0.00623 -0.93366
C 5.46936 0.34614 -0.03926
C 6.52290 1.16019 -0.43215
C 6.58134 1.65329 -1.72701
C 5.57016 1.33669 -2.62320
C 4.51273 0.53117 -2.22610
P 0.67580 -3.39876 -0.26114
C -1.14078 -3.24820 -0.48054
C -1.91227 -3.37659 0.67499
C -3.29597 -3.30186 0.61736
C -3.92798 -3.09080 -0.60039
C -3.17209 -2.95609 -1.75485
C -1.78681 -3.03006 -1.69464
C 0.91046 -5.19919 -0.58539
C 0.42634 -5.84253 -1.72555
C 0.60856 -7.20461 -1.89913
C 1.27429 -7.94754 -0.92919
C 1.75166 -7.32199 0.21041
C 1.57105 -5.95318 0.37860
H 1.23540 -3.35781 -2.66204
H 0.65209 -1.79482 -2.05718
H 3.06684 -1.71746 -2.64366
H 3.41733 -3.00963 -1.49866
H 2.17215 -1.08680 2.38024
H 2.96768 -2.42345 4.30833
H 4.84901 -3.99933 4.02243
H 5.98581 -4.18071 1.83249
H 5.21608 -2.82611 -0.07461
H 5.43998 -0.03453 0.97437
H 7.30158 1.40831 0.27859
H 7.40480 2.28443 -2.03517
H 5.60022 1.72369 -3.63413
H 3.71800 0.32484 -2.93418
H -1.41462 -3.52958 1.62658
H -3.88141 -3.39448 1.52324
H -5.00716 -3.01650 -0.64779
H -3.66110 -2.77662 -2.70558
H -1.21236 -2.91128 -2.60664
H -0.11680 -5.27885 -2.47656
H 0.22556 -7.69118 -2.78767
H 1.41700 -9.01214 -1.06453
H 2.26347 -7.89752 0.97158
H 1.95032 -5.46157 1.26769
S -0.92790 2.98570 0.68972
C -0.75252 4.47643 -0.21704
C -1.45279 5.63103 0.16311
C -1.31910 6.81679 -0.54308
C -0.47918 6.89494 -1.64845
C 0.22980 5.76477 -2.03114
C 0.09540 4.57446 -1.32920
H -2.10141 5.57753 1.02886
H -1.87114 7.69326 -0.22394
H -0.37917 7.82080 -2.20026
H 0.90196 5.81299 -2.88066
H 0.65727 3.69766 -1.63151
C 4.64071 3.45507 2.66462
N 3.60914 4.16804 1.91682
C 2.83807 4.98541 2.85270
N 2.26829 4.23025 3.96864
C 3.34223 3.51249 4.64734
N 4.12790 2.64610 3.77111
C 3.31200 1.53713 3.26285
P 1.81080 2.05810 2.26158
C 2.74383 3.24740 1.17380
C 1.21651 3.32380 3.50110
H 5.32766 4.19551 3.08115
H 5.19322 2.80935 1.97812
H 2.03053 5.47912 2.30999
H 3.50587 5.74570 3.26440
H 2.91098 2.90719 5.44800
H 4.01828 4.24735 5.09064
H 2.98251 0.92117 4.10508
H 3.94310 0.90639 2.63136
H 2.01412 3.81857 0.59506
H 3.35469 2.67129 0.47240
H 0.78024 2.79935 4.35590
H 0.42072 3.89688 3.02278
```

Properties
HOMO level: -6.141 eV
orbital gap: 6.19 eV
maximum force: 0.50 eV Å⁻¹
ΔE to the lowest compared entry with this formula, charge and spin: 8.29 kcal per mole
lowest unoccupied orbital energy: 0.0 eV

These are the Löwdin partial charges, in e, on atoms 1 to 99: number 1, Tl, carries 0.534; number 2, N, carries 0.118; number 3, C, carries -0.170; number 4, N, carries 0.067; number 5, C, carries -0.297; number 6, N, carries 0.094; number 7, N, carries -0.018; number 8, C, carries -0.159; number 9, C, carries -0.292; number 10, C, carries -0.014; number 11, C, carries -0.055; number 12, C, carries -0.057; number 13, C, carries -0.135; number 14, N, carries 0.038; number 15, C, carries -0.085; number 16, C, carries -0.017; number 17, C, carries -0.075; number 18, C, carries -0.077; number 19, C, carries -0.021; number 20, C, carries -0.182; number 21, H, carries 0.150; number 22, H, carries 0.132; number 23, H, carries 0.127; number 24, H, carries 0.116; number 25, H, carries 0.110; number 26, H, carries 0.104; number 27, H, carries 0.111; number 28, H, carries 0.113; number 29, H, carries 0.104; number 30, H, carries 0.106; number 31, H, carries 0.112; number 32, C, carries -0.420; number 33, C, carries -0.394; number 34, P, carries 0.995; number 35, C, carries -0.415; number 36, C, carries -0.138; number 37, C, carries -0.077; number 38, C, carries -0.085; number 39, C, carries -0.080; number 40, C, carries -0.101; number 41, C, carries -0.374; number 42, C, carries -0.110; number 43, C, carries -0.085; number 44, C, carries -0.089; number 45, C, carries -0.087; number 46, C, carries -0.111; number 47, P, carries 1.030; number 48, C, carries -0.416; number 49, C, carries -0.121; number 50, C, carries -0.081; number 51, C, carries -0.089; number 52, C, carries -0.089; number 53, C, carries -0.107; number 54, C, carries -0.362; number 55, C, carries -0.093; number 56, C, carries -0.084; number 57, C, carries -0.091; number 58, C, carries -0.088; number 59, C, carries -0.106; number 60, H, carries 0.076; number 61, H, carries 0.045; number 62, H, carries 0.064; number 63, H, carries 0.074; number 64, H, carries 0.051; number 65, H, carries 0.104; number 66, H, carries 0.102; number 67, H, carries 0.103; number 68, H, carries 0.110; number 69, H, carries 0.094; number 70, H, carries 0.106; number 71, H, carries 0.102; number 72, H, carries 0.102; number 73, H, carries 0.090; number 74, H, carries 0.101; number 75, H, carries 0.105; number 76, H, carries 0.104; number 77, H, carries 0.104; number 78, H, carries 0.096; number 79, H, carries 0.097; number 80, H, carries 0.102; number 81, H, carries 0.101; number 82, H, carries 0.101; number 83, H, carries 0.093; number 84, S, carries 0.469; number 85, C, carries -0.702; number 86, C, carries -0.140; number 87, C, carries -0.111; number 88, C, carries -0.125; number 89, C, carries -0.115; number 90, C, carries -0.157; number 91, H, carries 0.088; number 92, H, carries 0.095; number 93, H, carries 0.089; number 94, H, carries 0.093; number 95, H, carries 0.082; number 96, C, carries -0.196; number 97, N, carries -0.146; number 98, C, carries -0.187; number 99, N, carries -0.153